(i)
C6H9NO in the gas phase, computed with ωB97M-V/def2-TZVPD.

Values from the calculation:
* highest occupied orbital energy: -9.41 eV
* frontier orbital gap: 10.32 eV
* SMILES string: O=C1CCC[C@@H]2CN12
* net charge: 0

Positions of all 17 atoms, in Å:
C  -1.2400  -0.7725  -0.9326
C  -0.7918  -1.0856  0.4192
C  -0.4377  0.2166  1.2203
C  1.0008  0.2485  0.7675
C  1.1956  0.0090  -0.6938
C  0.4291  1.0784  -1.2989
H  -1.6338  -1.5433  1.1807
H  -0.0796  -1.7932  0.3516
H  -1.1474  1.0825  0.6923
H  -0.5360  0.0167  2.2704
H  1.3723  -0.5529  1.2216
H  1.5624  1.0504  1.2587
H  2.2134  -0.0820  -0.9216
H  -0.2707  1.6748  -0.6314
H  0.7746  1.5652  -2.1493
N  0.0198  -0.2755  -1.5255
O  -2.4312  -0.8370  -1.2293

(ii)
C6H9NO in the gas phase, computed with ωB97M-V/def2-TZVPD.

Values from the calculation:
* highest occupied orbital energy: -8.46 eV
* frontier orbital gap: 9.37 eV
* SMILES string: [H]/N=C/C[C@@H]1C=COC1
* net charge: 0

Positions of all 17 atoms, in Å:
C  1.1181  -1.0857  -0.3827
C  1.6368  1.0926  -0.1625
C  -1.7960  0.4686  -0.1362
C  -1.1437  -0.6584  0.8735
C  0.4756  -0.5079  0.8501
C  0.7899  0.9159  0.8381
H  0.1893  -1.2828  -1.0202
H  1.3927  -2.2374  -0.5643
H  2.0017  1.9997  -0.5790
H  -1.0591  1.5509  -0.1740
H  -1.2750  -0.3065  1.8104
H  -1.8116  -1.6234  0.5726
H  0.6792  -1.0776  1.9432
H  0.4289  1.8524  1.5884
H  -3.1751  0.8453  -1.4777
N  -2.7794  0.1036  -0.8153
O  1.9500  -0.2245  -0.9592

(iii)
C6H9NO in the gas phase, computed with ωB97M-V/def2-TZVPD.

Values from the calculation:
* highest occupied orbital energy: -8.16 eV
* frontier orbital gap: 9.16 eV
* SMILES string: Cc1ccoc1CN
* net charge: 0

Positions of all 17 atoms, in Å:
C  -0.9602  2.0791  -0.0131
C  -0.8177  0.6732  -0.0653
C  -1.9085  -0.2631  -0.1897
C  -1.3064  -1.5333  -0.1200
C  0.2815  -0.1397  0.2315
C  1.6753  0.1283  0.6040
H  -0.0490  2.6625  0.3222
H  -1.6770  2.3720  0.8181
H  -1.3235  2.7663  -0.9130
H  -2.9567  -0.1097  -0.2756
H  -1.8372  -2.4604  -0.2560
H  2.0169  -0.7178  1.2652
H  1.7411  1.0960  1.1641
H  2.7007  0.8495  -1.1546
H  1.9879  -0.6047  -1.1939
N  2.5414  0.0175  -0.5694
O  -0.0220  -1.4553  0.1906

(iv)
A molecular structure, C6H9NO, computed with ωB97M-V/def2-TZVPD.

Values from the calculation:
* highest occupied orbital energy: -9.58 eV
* frontier orbital gap: 10.36 eV
* net charge: 0

Positions of all 17 atoms, in Å:
C  0.7609  -0.3934  -0.0096
C  0.5840  1.0875  -0.7878
C  -0.6280  1.0444  0.1299
C  0.3223  0.3788  1.1690
C  -1.4700  -0.0836  -0.4480
C  -0.4977  -1.1436  -0.5659
H  2.8118  -0.7987  0.0575
H  0.4801  1.0149  -1.9065
H  1.4691  1.6830  -0.6167
H  -1.1476  1.8990  0.5465
H  0.0272  -0.2862  2.0141
H  0.9905  1.1663  1.4795
H  -2.2244  0.0994  -1.2136
H  -1.3348  -1.1826  1.2622
H  -0.4024  -1.8898  -1.3849
N  -1.6728  -1.3100  0.3547
O  1.9318  -1.2853  -0.0803

The most stable of them is (iii).

(i)
C6H10 in the gas phase, computed with ωB97M-V/def2-TZVPD.

Values from the calculation:
* highest occupied orbital energy: -8.16 eV
* frontier orbital gap: 9.41 eV
* SMILES string: C1CC1C1CC1
* net charge: 0

Positions of all 16 atoms, in Å:
C  1.7545  0.1039  -0.7325
C  1.9003  0.1136  0.7350
C  0.4935  0.6259  -0.1311
C  -0.6217  -0.3761  -0.0521
C  -1.9036  -0.0014  0.6346
C  -1.8749  -0.1126  -0.8584
H  1.6906  -0.9062  -1.1350
H  2.3884  0.7633  -1.3150
H  1.7815  -0.7846  1.3207
H  2.5974  0.8555  1.1404
H  0.7866  1.0799  0.8942
H  -0.3348  -1.4316  0.0003
H  -2.4240  -0.7676  1.2008
H  -1.9512  0.9981  1.0579
H  -2.3698  -0.9643  -1.3202
H  -1.9129  0.8042  -1.4395

(ii)
C6H10 in the gas phase, computed with ωB97M-V/def2-TZVPD.

Values from the calculation:
* highest occupied orbital energy: -8.09 eV
* frontier orbital gap: 9.18 eV
* SMILES string: C[C@@]12CC[C@@H]1C2
* net charge: 0

Positions of all 16 atoms, in Å:
C  1.8128  -0.2446  0.3123
C  0.4117  0.0704  -0.0656
C  -0.2103  1.5810  0.0195
C  -0.7531  0.4081  0.7689
C  -1.7052  -0.4626  -0.0231
C  -0.5086  -0.8018  -0.9584
H  2.1773  0.5120  1.0132
H  2.4962  -0.2668  -0.5473
H  1.8309  -1.2248  0.7958
H  0.3863  2.2249  0.6592
H  0.1531  1.4512  -0.9992
H  -0.6349  0.4188  1.8472
H  -2.0765  -1.3201  0.5440
H  -2.5398  0.0764  -0.4782
H  -0.6438  -0.5749  -2.0250
H  -0.1962  -1.8473  -0.8634

(iii)
C6H10 in the gas phase, computed with ωB97M-V/def2-TZVPD.

Values from the calculation:
* highest occupied orbital energy: -9.33 eV
* frontier orbital gap: 10.39 eV
* SMILES string: CC#CCCC
* net charge: 0

Positions of all 16 atoms, in Å:
C  -1.6398  0.2198  0.8724
C  -1.7739  0.1380  -0.6497
C  -0.4875  0.5495  -1.4042
C  0.7371  0.0994  -0.7272
C  1.6913  -0.2207  -0.0635
C  2.7740  -0.6184  0.8389
H  -1.1545  -0.6835  1.2536
H  -2.6194  0.3040  1.3519
H  -1.0258  1.0773  1.1785
H  -2.5874  0.7856  -1.0002
H  -2.0490  -0.8871  -0.9284
H  -0.5288  0.1737  -2.4339
H  -0.4516  1.6441  -1.4848
H  3.6533  -0.9770  0.2973
H  3.0849  0.2232  1.4669
H  2.4332  -1.4205  1.5025

The most stable of them is (iii).

(i)
3 unconnected molecules or ions with the total composition C2H10O2, computed with ωB97M-V/def2-TZVPD.

Values from the calculation:
* highest occupied orbital energy: -11.11 eV
* frontier orbital gap: 11.75 eV
* SMILES string: CC.O.O
* net charge: 0

Positions of all 14 atoms, in Å:
C  1.8283  -1.4322  0.2359
C  1.6684  0.1213  0.2342
H  1.3880  -1.8094  1.1607
H  2.8822  -1.7235  0.3661
H  1.4230  -1.7965  -0.6935
H  1.0731  0.2964  1.1398
H  2.5904  0.6404  0.4641
H  0.9423  0.4268  -0.4993
H  -3.5635  1.9817  -1.9634
H  -2.4182  1.6144  -1.0372
O  -2.6976  1.5638  -1.9615
H  -1.2148  0.2760  1.4217
H  -2.1279  -0.5211  0.4899
O  -1.7738  0.3619  0.6424

(ii)
3 unconnected molecules or ions with the total composition C2H10O2, computed with ωB97M-V/def2-TZVPD.

Values from the calculation:
* highest occupied orbital energy: -11.49 eV
* frontier orbital gap: 12.07 eV
* SMILES string: CC.O.O
* net charge: 0

Positions of all 14 atoms, in Å:
C  -2.1841  2.2636  -0.6704
C  -1.3413  0.9011  -0.6510
H  -3.2620  2.1123  -0.7211
H  -1.6442  2.9707  -1.2863
H  -2.0765  2.8015  0.2976
H  -0.9219  0.6747  -1.6232
H  -0.4924  0.9715  0.0529
H  -1.9997  0.1100  -0.2793
H  2.5015  1.1041  1.6450
H  1.4619  0.0088  1.8156
O  1.8127  0.7975  2.2439
H  3.0273  -4.8441  -1.0417
H  2.7065  -4.8394  0.5526
O  2.4123  -5.0322  -0.3345

The most stable of them is (i).

(i)
A molecular structure, C12H30N2O4Sn, computed with ωB97M-V/def2-TZVPD.

Values from the calculation:
* highest occupied orbital energy: -15.30 eV
* frontier orbital gap: 7.57 eV
* net charge: +2

Positions of all 49 atoms, in Å:
Sn  1.2085  0.7822  0.2043
C  -3.4781  3.4027  -2.7928
O  -3.1389  2.0816  -2.4036
C  -1.7870  1.8106  -2.5961
C  -1.3855  0.4669  -2.0226
N  -1.0757  0.4517  -0.5476
C  -2.2384  1.0214  0.2141
C  -1.8477  1.0979  1.6818
O  -0.7864  2.0155  1.5826
C  -0.7782  3.0657  2.5302
H  -4.5377  3.5586  -2.6248
H  -3.2423  3.5409  -3.8539
H  -2.9057  4.1730  -2.2613
H  -1.1752  2.5556  -2.0516
H  -1.5124  1.8147  -3.6561
H  -0.5152  0.1147  -2.5712
H  -2.1657  -0.2863  -2.1762
H  -1.2359  -0.5325  -0.3435
H  -3.2241  0.5568  0.1168
H  -2.3972  2.0445  -0.1228
H  -1.4829  0.1051  1.9739
H  -2.6548  1.4104  2.3384
H  0.1192  3.6878  2.5093
H  -0.8695  2.7940  3.5865
H  -1.5756  3.7996  2.3645
C  4.1320  -0.5412  1.8940
O  2.7092  -0.6809  1.9905
C  2.3382  -1.9677  2.5028
C  0.8564  -2.1081  2.3655
N  0.4212  -1.8557  0.9841
C  0.9736  -2.8802  0.0431
C  0.4315  -2.5268  -1.3324
O  1.0091  -1.3128  -1.7746
C  2.2442  -1.5225  -2.4913
H  4.2771  0.4438  1.4479
H  4.5659  -1.3018  1.2440
H  4.6445  -0.5156  2.8558
H  2.6727  -2.1070  3.5354
H  2.8637  -2.7850  1.9930
H  0.3100  -1.4660  3.0633
H  0.5121  -3.0989  2.6893
H  -0.5636  -2.1163  0.9657
H  0.6395  -3.8736  0.3497
H  2.0570  -2.7973  0.0194
H  -0.6610  -2.4837  -1.3103
H  0.6388  -3.3240  -2.0515
H  2.8623  -2.2379  -1.9504
H  2.6986  -0.5447  -2.6265
H  2.0494  -1.9294  -3.4848

(ii)
A molecular structure, C12H30N2O4Sn, computed with ωB97M-V/def2-TZVPD.

Values from the calculation:
* highest occupied orbital energy: -15.27 eV
* frontier orbital gap: 7.70 eV
* net charge: +2

Positions of all 49 atoms, in Å:
Sn  17.3362  -32.5647  26.9731
C  19.3977  -29.5474  26.9290
O  18.7359  -30.5437  26.0955
C  17.9354  -30.0530  25.0306
C  16.6165  -29.4898  25.6263
N  15.8336  -30.5560  26.1559
C  14.7196  -30.3549  27.1269
C  14.3329  -31.4218  28.0491
O  15.5055  -32.0967  28.5014
C  15.2088  -33.0404  29.5363
H  20.3882  -29.3577  26.5154
H  19.5092  -29.9832  27.9218
H  18.9574  -28.5508  26.9605
H  17.7029  -30.8352  24.3080
H  18.4280  -29.2839  24.4356
H  16.0064  -29.0918  24.8154
H  16.8872  -28.6372  26.2492
H  15.3992  -31.1731  25.4846
H  13.8729  -29.8608  26.6504
H  15.1148  -29.4898  27.6594
H  13.6566  -32.2155  27.7319
H  13.8392  -30.9778  28.9135
H  14.5586  -32.4692  30.1990
H  16.1422  -33.2120  30.0724
H  14.5555  -33.8053  29.1166
C  14.1011  -33.7704  26.8280
O  15.3837  -33.7385  27.4120
C  15.8262  -35.0125  28.0449
C  16.9014  -34.5767  29.0517
N  18.2239  -34.1011  28.5306
C  19.0753  -34.9540  27.7144
C  19.6014  -36.2876  28.3320
O  19.9402  -37.2164  27.3766
C  18.7834  -37.6978  26.7146
H  13.8112  -32.8777  26.2739
H  13.1860  -33.9372  27.3962
H  13.9423  -34.6373  26.1866
H  16.3360  -35.6318  27.3069
H  14.9244  -35.4713  28.4504
H  17.0979  -35.3789  29.7631
H  16.3780  -33.7689  29.5632
H  18.6505  -33.3988  29.1178
H  19.9328  -34.3692  27.3817
H  18.5456  -35.0251  26.7644
H  18.9054  -36.7498  29.0321
H  20.5032  -36.0483  28.8954
H  18.0693  -38.0511  27.4585
H  18.9295  -38.7045  26.3232
H  18.3516  -37.0257  25.9730

The most stable of them is (i).